No. 1
# C29H30N2O5

One molecule with the formula C29H30N2O5 (ωB97M-V/def2-TZVPD, the OMol25 dataset).

energy relative to the best compared isomer or geometry (same formula, charge and spin): 115.3 kJ/mol
max |F|: 0.014 Eh/bohr
spin multiplicity: 1
HOMO level: -8.17 eV
frontier orbital gap: 0.323 Eh
total energy: -1608.84181 hartree
total charge: 0

CARTESIAN COORDINATES (ANGSTROEM)
C: 1.0010 9.9689 -2.7264
C: 2.0990 9.0163 -2.2738
C: 1.5748 7.5922 -2.1204
O: 2.6490 6.7823 -1.6865
C: 2.4217 5.4689 -1.4273
C: 1.2011 4.8203 -1.5905
C: 1.0826 3.4766 -1.2833
C: 2.1749 2.7743 -0.8022
N: 2.0284 1.4038 -0.4594
C: 2.8792 0.4107 -0.8991
O: 3.8828 0.5805 -1.5359
C: 2.3223 -0.9228 -0.4295
C: 1.1451 -0.5727 0.4776
N: -0.0926 -1.2556 0.1562
C: -0.5846 -2.2690 1.0572
C: 0.2014 -3.5854 0.9489
C: -0.4282 -4.6208 1.8364
C: -1.5735 -5.2956 1.4239
C: -2.1864 -6.2142 2.2464
C: -1.6704 -6.4835 3.5159
O: -2.3515 -7.4047 4.2505
C: -1.8867 -7.7128 5.5421
C: -0.5278 -5.8129 3.9352
C: 0.0775 -4.8910 3.0969
C: -0.7505 -0.8033 -0.9380
O: -0.3103 0.1283 -1.5910
C: -2.0181 -1.5044 -1.2993
C: -3.2316 -0.8544 -1.1120
C: -4.4122 -1.4780 -1.4759
C: -4.3859 -2.7431 -2.0388
C: -3.1757 -3.3837 -2.2465
C: -1.9926 -2.7674 -1.8793
C: 0.9656 0.9440 0.2903
O: 0.1239 1.6157 0.8218
C: 3.4015 3.4083 -0.6464
C: 3.5217 4.7435 -0.9627
H: 1.3950 10.9765 -2.8292
H: 0.1892 9.9894 -2.0026
H: 0.5960 9.6584 -3.6869
H: 2.5066 9.3407 -1.3151
H: 2.9149 9.0106 -2.9979
H: 0.7603 7.5692 -1.3828
H: 1.1873 7.2277 -3.0822
H: 0.3361 5.3472 -1.9602
H: 0.1421 2.9669 -1.4174
H: 3.1017 -1.5048 0.0616
H: 1.9911 -1.4730 -1.3119
H: 1.3690 -0.7563 1.5321
H: -0.5244 -1.8923 2.0840
H: -1.6355 -2.4568 0.8299
H: 1.2402 -3.4188 1.2382
H: 0.1834 -3.9234 -0.0884
H: -1.9859 -5.0973 0.4449
H: -3.0724 -6.7425 1.9321
H: -1.8945 -6.8325 6.1931
H: -0.8778 -8.1375 5.5163
H: -2.5789 -8.4558 5.9350
H: -0.0992 -5.9959 4.9078
H: 0.9657 -4.3788 3.4388
H: -3.2402 0.1339 -0.6774
H: -5.3544 -0.9735 -1.3229
H: -5.3081 -3.2276 -2.3232
H: -3.1525 -4.3650 -2.6972
H: -1.0474 -3.2606 -2.0548
H: 4.2548 2.8554 -0.2875
H: 4.4632 5.2571 -0.8516



No. 2
# C29H30N3RuSSb

C29H30N3RuSSb as an isolated structure in a non-equilibrium geometry (ωB97M-V/def2-TZVPD, the OMol25 dataset).

energy relative to the best compared isomer or geometry (same formula, charge and spin): 213.1 kJ/mol
max |F|: 0.027 Eh/bohr
spin multiplicity: 5
HOMO level (spin up / spin down): -4.35 / -8.18 eV
frontier orbital gap (spin up / spin down): 0.167 / 0.285 Eh
⟨S²⟩: 6.045
total energy: -2020.45481 hartree
total charge: 0

CARTESIAN COORDINATES (ANGSTROEM)
Ru: -0.4875 0.4687 0.1486
C: 2.1434 1.1744 -2.1077
C: 1.3749 2.4115 -1.7078
C: 1.6885 3.5961 -2.2976
C: 1.0297 4.8151 -1.9204
C: 0.1199 4.7323 -0.8931
C: -0.2066 3.5041 -0.3106
N: 0.3885 2.2915 -0.7330
Sb: -1.4967 3.7359 1.3083
C: -0.5849 2.3174 2.6725
C: -0.5966 2.5408 4.0489
C: 0.1565 1.7282 4.8760
C: 0.9420 0.7487 4.3161
C: 0.9284 0.5605 2.9394
C: 1.7595 -0.4956 2.2887
N: 0.1531 1.3215 2.1476
C: -3.0185 2.3509 0.5857
C: -4.3549 2.5574 0.9304
C: -5.3350 1.7865 0.3299
C: -4.9612 0.8626 -0.6256
C: -3.6166 0.6950 -0.9346
C: -3.1866 -0.2925 -1.9803
N: -2.6652 1.4163 -0.3172
H: 3.1869 1.2432 -1.7868
H: 1.7085 0.2879 -1.6667
H: 2.1396 1.0396 -3.1914
H: 2.4658 3.5946 -3.0551
H: 1.2583 5.7590 -2.3952
H: -0.3629 5.6303 -0.5231
H: -1.1841 3.3546 4.4555
H: 0.1461 1.8702 5.9523
H: 1.5703 0.1174 4.9325
H: 2.6629 -0.6976 2.8634
H: 1.2067 -1.4295 2.1933
H: 2.0436 -0.1808 1.2914
H: -4.6135 3.3298 1.6456
H: -6.3809 1.9197 0.5849
H: -5.7008 0.2600 -1.1401
H: -4.0499 -0.7397 -2.4742
H: -2.5623 0.1995 -2.7286
H: -2.5844 -1.0841 -1.5361
S: -2.6548 -1.1448 2.1192
C: -1.5362 -0.6163 1.2020
C: -0.6101 -3.2757 -0.0056
C: 0.2848 -2.5843 -1.0511
C: -0.0497 -3.1969 -2.4253
C: -0.0290 -1.0989 -1.1283
C: 1.7632 -2.9022 -0.7464
C: 2.1419 -4.1962 -0.3745
C: 3.4689 -4.5214 -0.1302
C: 4.4636 -3.5599 -0.2614
C: 4.1107 -2.2764 -0.6541
C: 2.7760 -1.9573 -0.8939
H: -1.6518 -2.9753 -0.1415
H: -0.3075 -3.0176 1.0090
H: -0.5669 -4.3629 -0.1061
H: -1.1132 -3.0569 -2.6521
H: 0.1704 -4.2682 -2.4421
H: 0.5383 -2.7163 -3.2112
H: -0.3325 -0.7855 -2.1270
H: 1.3940 -4.9730 -0.2683
H: 3.7270 -5.5330 0.1622
H: 5.4997 -3.8136 -0.0725
H: 4.8734 -1.5150 -0.7771
H: 2.5160 -0.9540 -1.2097



No. 3
# C29H30N6

A 6-piece molecular cluster, C29H30N6 overall in a non-equilibrium geometry (ωB97M-V/def2-TZVPD, the OMol25 dataset).

energy relative to the best compared isomer or geometry (same formula, charge and spin): 34.9 kJ/mol
max |F|: 0.056 Eh/bohr
spin multiplicity: 1
HOMO level: -7.94 eV
frontier orbital gap: 0.300 Eh
total energy: -1451.51825 hartree
total charge: 0

CARTESIAN COORDINATES (ANGSTROEM)
C: -13.0846 -12.1088 -12.1609
C: -13.0255 -11.7088 -10.7805
C: -12.9893 -12.9475 -10.1015
N: -13.1583 -13.9298 -11.0076
C: -13.2935 -13.4609 -12.2478
H: -13.0945 -11.5055 -13.0566
H: -12.9443 -10.7322 -10.3265
H: -12.8757 -13.0840 -9.0362
H: -13.2328 -14.9066 -10.7620
H: -13.4912 -14.1091 -13.0887
C: -10.5852 -11.0887 -8.2449
C: -9.9569 -10.6093 -9.3961
C: -9.0322 -9.5804 -9.1737
N: -8.8198 -8.9762 -7.9946
C: -9.3115 -9.5250 -6.8854
C: -10.2556 -10.5742 -7.0160
H: -11.4214 -11.7721 -8.2528
H: -10.2022 -10.9268 -10.3989
H: -8.5556 -9.0490 -9.9841
H: -9.1021 -9.1129 -5.9093
H: -10.6902 -11.0213 -6.1341
C: -9.4690 -14.5246 -6.9415
C: -9.8080 -15.4145 -7.9473
C: -11.1776 -15.7576 -8.1073
N: -12.1964 -15.2579 -7.3562
C: -11.8023 -14.4343 -6.3290
C: -10.4625 -14.0492 -6.0997
H: -8.4568 -14.1492 -6.9696
H: -9.1290 -15.8588 -8.6599
H: -11.4089 -16.4576 -8.8965
H: -12.5740 -14.0662 -5.6692
H: -10.2029 -13.2247 -5.4522
C: -10.9505 -12.2637 -2.0945
C: -11.6375 -13.3638 -2.6369
C: -12.9476 -13.4817 -2.2613
N: -13.6314 -12.6785 -1.4079
C: -12.9018 -11.7069 -0.7872
C: -11.6049 -11.4289 -1.1662
H: -9.9628 -12.0571 -2.4793
H: -11.0303 -13.9966 -3.2672
H: -13.5182 -14.2414 -2.7749
H: -13.4251 -11.1062 -0.0580
H: -11.1521 -10.5204 -0.7976
C: -8.6546 -15.9285 -11.7507
C: -7.4981 -15.7374 -12.5342
C: -7.4390 -14.6100 -13.3573
N: -8.4322 -13.6561 -13.3352
C: -9.4858 -13.8338 -12.5122
C: -9.6429 -14.9515 -11.7865
H: -8.8163 -16.8111 -11.1496
H: -6.7520 -16.5135 -12.6209
H: -6.6614 -14.4230 -14.0831
H: -10.2658 -13.0869 -12.4945
H: -10.5789 -15.1840 -11.3004
C: -14.0820 -19.4795 -10.9609
C: -14.4463 -18.7602 -9.8298
C: -14.1905 -17.3683 -9.7519
N: -13.4810 -16.6942 -10.7259
C: -13.0775 -17.4344 -11.8151
C: -13.3707 -18.8165 -11.9987
H: -14.3629 -20.5181 -11.0547
H: -14.9860 -19.2558 -9.0364
H: -14.5028 -16.7601 -8.9159
H: -12.5897 -16.8541 -12.5844
H: -13.1098 -19.3364 -12.9086



No. 4
# C29H30NO4V

C29H30NO4V as an isolated structure in a non-equilibrium geometry (ωB97M-V/def2-TZVPD, the OMol25 dataset).

energy relative to the best compared isomer or geometry (same formula, charge and spin): 0.0 kJ/mol
max |F|: 0.094 Eh/bohr
spin multiplicity: 3
HOMO level (spin up / spin down): -7.28 / -7.28 eV
frontier orbital gap (spin up / spin down): 0.219 / 0.257 Eh
⟨S²⟩: 2.125
total energy: -2422.73230 hartree
total charge: 0

CARTESIAN COORDINATES (ANGSTROEM)
C: -1.1129 1.3330 -1.8447
C: -0.4708 0.1924 -2.3960
C: -0.8474 -0.9578 -1.6233
H: 0.0579 0.1704 -3.3457
C: -1.6972 -0.4837 -0.5412
C: -1.8415 0.9347 -0.6940
H: -2.2217 -1.0961 0.1912
C: 2.2839 2.1146 -0.3391
C: 2.1195 1.6403 -1.6530
C: 2.2354 0.2175 -1.6575
H: 1.9719 2.2575 -2.5388
C: 2.4946 -0.1997 -0.2967
C: 2.4744 0.9981 0.5324
H: -0.6482 -1.9937 -1.8873
H: -2.5447 1.5493 -0.1410
H: -1.1392 2.3174 -2.3134
H: 2.7795 1.0313 1.5787
H: 2.3170 -0.4376 -2.5192
H: 2.3666 3.1481 -0.0218
V: 0.3700 0.1385 -0.2335
C: 2.5611 -1.5884 0.2398
C: 3.6409 -1.6299 1.3230
C: 2.8170 -2.6186 -0.8574
H: 4.5958 -1.2523 0.9183
H: 3.7863 -2.6492 1.6917
H: 3.3639 -1.0013 2.1808
H: 3.7164 -2.3592 -1.4379
H: 1.9712 -2.7036 -1.5623
H: 2.9728 -3.6051 -0.3970
C: 1.1179 -1.8688 0.8120
C: 1.0441 -3.0775 1.7186
H: 0.4180 -2.0640 -0.0298
H: 0.7315 -0.9693 1.3794
O: 2.0251 -3.4261 2.3799
N: -0.0895 -3.8522 1.8284
C: -1.4637 -3.5275 1.4543
H: 0.0156 -4.5628 2.5487
C: -1.7812 -3.9333 0.0313
C: -3.0408 -3.6280 -0.4921
H: -3.7794 -3.1587 0.1635
C: -3.3307 -3.9089 -1.8261
H: -4.3058 -3.6297 -2.2344
C: -2.3786 -4.5561 -2.6275
H: -2.6103 -4.7825 -3.6737
C: -1.1415 -4.9252 -2.0853
H: -0.3982 -5.4518 -2.6898
C: -0.8521 -4.6312 -0.7459
H: 0.0889 -4.9592 -0.2983
H: -1.6519 -2.4440 1.6023
H: -2.1474 -4.0654 2.1370
O: -1.6692 4.0074 2.9095
C: -1.4019 5.1107 2.2045
C: -1.7712 6.3852 2.6931
C: -1.4544 7.5229 1.9545
C: -0.7849 7.4125 0.7259
C: -0.4392 6.1551 0.2367
C: -0.7262 4.9960 0.9597
C: -0.3785 3.6408 0.4070
O: -0.0053 3.6000 -0.7800
O: -0.4902 2.6125 1.2028
H: -1.2199 3.2356 2.3526
H: -2.2938 6.4428 3.6497
H: -1.7328 8.5008 2.3424
H: -0.5366 8.2996 0.1545
H: 0.0619 6.0331 -0.7204



No. 5
# C29H31BN2O4

A 2-piece molecular cluster, C29H31BN2O4 overall in a non-equilibrium geometry (ωB97M-V/def2-TZVPD, the OMol25 dataset).

energy relative to the best compared isomer or geometry (same formula, charge and spin): 31.8 kJ/mol
max |F|: 0.061 Eh/bohr
spin multiplicity: 1
HOMO level: -7.34 eV
frontier orbital gap: 0.247 Eh
total energy: -1558.97063 hartree
total charge: 0

CARTESIAN COORDINATES (ANGSTROEM)
C: 5.2995 -0.5202 1.5239
C: 4.2167 0.1371 0.7672
C: 4.3420 1.1779 -0.1539
C: 3.0751 1.3409 -0.7615
C: 2.1154 0.4496 -0.0997
B: 1.4962 -0.7851 -1.1643
O: 0.7723 -1.6704 -0.2803
C: 0.0208 -2.5564 -1.0602
C: 0.5308 -2.4851 -2.5368
C: -0.0620 -3.5614 -3.4380
C: 2.0977 -2.5479 -2.5299
O: 2.6463 -1.4904 -1.7597
C: 0.1743 -1.0547 -3.0196
O: 0.7111 -0.0773 -2.1614
O: 2.9234 -0.2816 0.8336
H: 6.0298 0.2478 1.8219
H: 4.9962 -1.0660 2.4071
H: 5.8622 -1.2062 0.8629
H: 5.2835 1.6859 -0.4278
H: 2.8753 2.0651 -1.5760
H: 0.0687 -3.5853 -0.6630
H: -1.0316 -2.2283 -1.0123
H: 0.6150 -3.8227 -4.2562
H: -0.2474 -4.4940 -2.8955
H: -0.9941 -3.1886 -3.8776
H: 2.4972 -3.5162 -2.1699
H: 2.4630 -2.4288 -3.5594
H: 0.5664 -0.9167 -4.0347
H: -0.9160 -0.9263 -3.0661
C: -0.1497 -2.5357 4.4339
N: -0.4508 -1.4428 3.5461
C: 0.3995 -0.9267 2.5968
C: -0.1809 0.2114 2.0232
C: 0.3494 0.9465 0.8846
C: -0.6913 1.2466 -0.0500
C: -1.9899 0.7086 -0.2398
N: -2.6490 1.3951 -1.2350
C: -4.0382 1.2126 -1.6580
C: -1.7830 2.3532 -1.7575
C: -0.5573 2.2911 -1.0424
C: 0.4444 3.2117 -1.2899
C: 0.1983 4.1376 -2.3180
C: -1.0090 4.1627 -3.0525
C: -2.0531 3.2740 -2.7515
C: -1.4285 0.4479 2.7608
C: -1.5718 -0.6145 3.6917
C: -2.6411 -0.7039 4.5877
C: -3.6213 0.3012 4.5414
C: -3.5115 1.3299 3.5943
C: -2.3905 1.4461 2.7534
H: -0.8669 -2.5065 5.2519
H: -0.2141 -3.4878 3.9214
H: 0.8729 -2.4188 4.7818
H: 1.3457 -1.4099 2.3639
H: 1.0880 1.7736 1.0788
H: -2.5336 -0.0471 0.3211
H: -4.2473 1.9310 -2.4666
H: -4.2940 0.1815 -1.9797
H: -4.6862 1.5041 -0.8132
H: 1.3132 3.2531 -0.6243
H: 0.9946 4.8484 -2.5298
H: -1.0912 4.8431 -3.8985
H: -3.0239 3.3092 -3.2403
H: -2.6740 -1.5229 5.3075
H: -4.5013 0.2412 5.1925
H: -4.2826 2.0989 3.5648
H: -2.3015 2.2619 2.0373



No. 6
# C29H31Br4GeN2O2PdSSi2

C29H31Br4GeN2O2PdSSi2 as an isolated structure (ωB97M-V/def2-TZVPD, the OMol25 dataset).

energy relative to the best compared isomer or geometry (same formula, charge and spin): 0.0 kJ/mol
max |F|: 0.009 Eh/bohr
spin multiplicity: 5
HOMO level (spin up / spin down): -8.98 / -10.99 eV
frontier orbital gap (spin up / spin down): 0.234 / 0.176 Eh
⟨S²⟩: 6.029
total energy: -14861.43229 hartree
total charge: +1

CARTESIAN COORDINATES (ANGSTROEM)
Pd: -0.2335 0.2948 -0.2808
C: 1.1460 2.9896 0.8665
Si: 0.0658 2.6082 -0.6127
C: 0.9248 3.0903 -2.1966
C: -1.6308 3.3873 -0.4883
C: -1.8016 4.7644 -0.3160
C: -3.0700 5.3130 -0.2354
C: -4.1887 4.4921 -0.3247
C: -4.0315 3.1271 -0.4931
C: -2.7547 2.5629 -0.5774
Si: -2.4901 0.7242 -0.7786
C: -3.0031 0.0626 -2.4447
C: -3.2776 -0.2630 0.6026
H: 1.4171 4.0493 0.8104
H: 2.0684 2.4069 0.8683
H: 0.6306 2.8252 1.8129
H: 1.2092 4.1442 -2.1211
H: 0.2555 2.9666 -3.0459
H: 1.8236 2.4970 -2.3647
H: -0.9434 5.4230 -0.2415
H: -3.1914 6.3797 -0.1008
H: -5.1805 4.9196 -0.2593
H: -4.9167 2.5038 -0.5559
H: -4.0892 0.1541 -2.5416
H: -2.7393 -0.9920 -2.5367
H: -2.5304 0.6107 -3.2575
H: -4.3637 -0.2134 0.4698
H: -3.0420 0.1463 1.5854
H: -2.9839 -1.3137 0.5776
Br: 5.1051 -4.3867 -1.7446
C: 3.4154 -3.6605 -1.4717
C: 2.2909 -4.4498 -1.4979
Br: 2.4121 -6.2801 -1.8024
C: 0.9870 -3.8713 -1.2940
Br: -0.5385 -4.8622 -1.3692
C: 0.8160 -2.4704 -1.0083
O: -0.3030 -1.9802 -0.8042
C: 2.0386 -1.6145 -0.9693
O: 1.9528 -0.4008 -0.7246
C: 3.3065 -2.2430 -1.2323
Br: 4.7588 -1.1434 -1.2347
Ge: 0.1297 -0.2968 2.2394
C: 1.9332 0.0384 2.8763
C: 3.0423 -0.6964 2.4567
C: 4.3086 -0.4336 2.9496
C: 4.4978 0.5921 3.8661
C: 3.4112 1.3440 4.2858
C: 2.1456 1.0714 3.7901
C: -0.4491 -2.1068 2.6494
C: 0.3081 -3.2303 2.3172
C: -0.1234 -4.5082 2.6257
C: -1.3439 -4.6932 3.2629
C: -2.1159 -3.5906 3.5945
C: -1.6724 -2.3132 3.2865
H: -0.8089 0.6806 2.9838
H: 2.9246 -1.5086 1.7490
H: 5.1515 -1.0307 2.6260
H: 5.4856 0.8011 4.2534
H: 3.5505 2.1408 5.0044
H: 1.3091 1.6679 4.1378
H: 1.2777 -3.1141 1.8439
H: 0.4939 -5.3640 2.3816
H: -1.6853 -5.6897 3.5080
H: -3.0622 -3.7267 4.1012
H: -2.2896 -1.4653 3.5624
N: -1.0261 -0.4172 -5.6419
C: -0.0928 0.2748 -4.9724
N: 0.3863 1.3816 -5.5648
S: 0.4320 -0.1946 -3.4473
H: -1.3247 -0.1771 -6.5717
H: -1.3946 -1.2429 -5.2076
H: 0.1377 1.6501 -6.5014
H: 1.1431 1.8597 -5.1113



No. 7
# C29H31BrN2O3S

C29H31BrN2O3S as an isolated structure in a non-equilibrium geometry (ωB97M-V/def2-TZVPD, the OMol25 dataset).

energy relative to the best compared isomer or geometry (same formula, charge and spin): 0.0 kJ/mol
max |F|: 0.032 Eh/bohr
spin multiplicity: 1
HOMO level: -6.49 eV
frontier orbital gap: 0.173 Eh
total energy: -4430.98310 hartree
total charge: 0

CARTESIAN COORDINATES (ANGSTROEM)
C: -3.9007 1.9640 -3.9016
N: -2.8361 1.8932 -2.9313
C: -2.6817 2.8671 -1.9879
O: -3.3714 3.8785 -1.8807
C: -1.4980 2.4707 -1.1054
C: -1.8810 2.2659 0.3603
C: -2.4131 3.5261 1.0018
C: -3.6971 3.5266 1.5572
C: -4.2376 4.7129 2.0555
C: -3.4793 5.8901 2.0328
C: -2.1703 5.8734 1.5270
C: -1.6341 4.6852 1.0195
N: -1.0413 1.2216 -1.7316
C: -0.0173 0.5133 -1.2096
C: 0.4710 -0.6812 -1.7326
C: 1.5671 -1.3748 -1.2262
C: 2.1473 -2.5039 -1.9018
C: 3.4019 -3.0441 -1.5045
C: 3.9654 -4.1288 -2.1532
C: 3.3483 -4.6665 -3.2931
C: 2.1256 -4.1365 -3.7281
C: 1.5157 -3.1047 -3.0271
C: -1.8579 0.8094 -2.8904
C: -2.5905 -0.5188 -2.6550
C: -1.0582 0.7959 -4.2042
H: -4.5349 2.8276 -3.6888
H: -3.5095 2.0663 -4.9206
H: -4.5205 1.0616 -3.8671
H: -0.7209 3.2606 -1.1925
H: -2.6445 1.4710 0.4060
H: -0.9873 1.9111 0.8996
H: -4.2691 2.5960 1.5528
H: -5.2539 4.7113 2.4566
H: -3.9064 6.8213 2.4075
H: -1.5653 6.7809 1.5218
H: -0.6180 4.6516 0.6123
H: 0.4793 0.9757 -0.3489
H: -0.0305 -1.0753 -2.6231
H: 2.0350 -0.9897 -0.3161
H: 3.9175 -2.5929 -0.6575
H: 4.8987 -4.5573 -1.7825
H: 3.8053 -5.5005 -3.8302
H: 1.6407 -4.5398 -4.6217
H: 0.5351 -2.7541 -3.3512
H: -3.2670 -0.4222 -1.7942
H: -3.1809 -0.7768 -3.5433
H: -1.8942 -1.3336 -2.4513
H: -0.7490 1.8229 -4.4449
H: -0.1608 0.1795 -4.1155
H: -1.6840 0.4057 -5.0190
Br: 2.3013 -3.9104 1.2015
C: 2.2411 -2.0804 1.4876
S: 1.5139 -1.6210 2.9942
C: 2.5163 -2.1785 4.3984
C: 2.2436 -3.3769 5.0732
C: 2.9279 -3.6698 6.2579
C: 3.9186 -2.7996 6.7267
C: 4.2589 -1.6609 5.9906
C: 3.5734 -1.3639 4.8110
O: 1.6190 -0.1694 2.9649
O: 0.2444 -2.2686 3.2242
H: 3.1802 -1.5242 1.3610
H: 1.4797 -4.0568 4.6954
H: 2.6752 -4.5720 6.8206
H: 4.4435 -3.0190 7.6573
H: 5.0442 -0.9835 6.3310
H: 3.8273 -0.4808 4.2266



- Which value of spin multiplicity does entry 1 give?
  1